Entry 1:
# C3H4N4O

The molecule C3H4N4O (ωB97M-V/def2-TZVPD, the Open Molecules 2025 dataset).

SMILES string: ON1C=NC=NN=C1
Kohn-Sham gap: 9.456 eV
Relative energy (zero: lowest compared OMol25 entry of this formula, charge and spin): 151.0 kcal per mole
E_tot: -410.7627 Ha

```
! wB97M-V def2-TZVPD RIJCOSX def2/J DEFGRID3
* xyz 0 1
O 1.346 -1.349 -0.907
N 0.503 -0.464 -0.279
C -0.792 -0.902 -0.182
N -1.607 -0.189 0.586
C -0.927 0.701 1.366
N -0.087 1.740 1.192
N 0.197 1.802 -0.200
C 0.474 0.791 -0.838
H 2.423 -1.447 -0.451
H -1.125 -1.965 -0.623
H -1.411 0.714 2.271
H 1.007 0.569 -1.934
*
```



Entry 2:
# C3H4N4O

The molecule C3H4N4O (ωB97M-V/def2-TZVPD, the Open Molecules 2025 dataset).

SMILES string: [H]/N=c1/cc(O)[nH]nn1
Kohn-Sham gap: 8.064 eV
Relative energy (zero: lowest compared OMol25 entry of this formula, charge and spin): 119.6 kcal per mole
E_tot: -410.8126 Ha

```
! wB97M-V def2-TZVPD RIJCOSX def2/J DEFGRID3
* xyz 0 1
H 3.086 -0.026 -0.302
N 2.414 -0.874 -0.456
C 1.236 -0.559 0.097
C -0.052 -1.184 0.491
C -1.099 -0.339 -0.058
O -2.269 -0.872 -0.138
N -1.030 1.069 -0.260
N 0.181 1.658 0.239
N 1.233 1.039 0.195
H -0.072 -2.321 0.772
H -3.033 -0.068 -0.241
H -1.936 1.643 -0.326
*
```



Entry 3:
# C3H4N4O

The molecule C3H4N4O (ωB97M-V/def2-TZVPD, the Open Molecules 2025 dataset).

SMILES string: N/N=C\c1ncno1
Kohn-Sham gap: 8.197 eV
Relative energy (zero: lowest compared OMol25 entry of this formula, charge and spin): 145.8 kcal per mole
E_tot: -410.7709 Ha

```
! wB97M-V def2-TZVPD RIJCOSX def2/J DEFGRID3
* xyz 0 1
N 2.377 -0.736 0.373
N 2.235 0.511 0.064
C 0.955 0.928 -0.142
C -0.217 0.361 -0.269
N -1.302 1.154 -0.015
C -2.269 0.168 0.214
N -1.845 -1.135 0.038
O -0.447 -0.933 -0.246
H 1.618 -1.330 -0.210
H 3.085 -1.169 -0.571
H 1.059 1.997 0.018
H -3.261 0.658 0.695
*
```



Entry 4:
# C3H4N4O

The molecule C3H4N4O (ωB97M-V/def2-TZVPD, the Open Molecules 2025 dataset).

SMILES string: COc1nncnn1
Kohn-Sham gap: 8.690 eV
Relative energy (zero: lowest compared OMol25 entry of this formula, charge and spin): 95.1 kcal per mole
E_tot: -410.8517 Ha

```
! wB97M-V def2-TZVPD RIJCOSX def2/J DEFGRID3
* xyz 0 1
C -0.914 -2.208 1.144
O -1.114 -0.853 1.144
C -0.407 -0.175 0.173
N 0.399 -0.698 -0.688
N 1.111 0.068 -1.441
C 1.158 1.395 -1.073
N 0.433 2.046 -0.096
N -0.428 1.220 0.454
H -1.624 -2.613 1.814
H -0.898 -2.755 0.042
H 0.114 -2.420 1.534
H 1.691 2.093 -1.612
*
```



Entry 5:
# C3H4N4O

The molecule C3H4N4O (ωB97M-V/def2-TZVPD, the Open Molecules 2025 dataset).

SMILES string: [H]/N=c1/[nH]cc(/N=N/[H])o1
Kohn-Sham gap: 7.944 eV
Relative energy (zero: lowest compared OMol25 entry of this formula, charge and spin): 85.9 kcal per mole
E_tot: -410.8663 Ha

```
! wB97M-V def2-TZVPD RIJCOSX def2/J DEFGRID3
* xyz 0 1
H 1.924 2.436 -0.640
N 1.158 2.249 -1.256
C 0.654 1.198 -0.688
N -0.147 0.315 -1.400
C -0.757 -0.539 -0.622
C -0.205 -0.307 0.586
N -0.222 -0.939 1.761
N -0.683 -2.132 1.972
H -0.527 -2.029 3.047
O 0.795 0.577 0.489
H -0.545 0.489 -2.244
H -1.446 -1.317 -1.006
*
```



Entry 6:
# C3H4N4O2

The molecule C3H4N4O2 (ωB97M-V/def2-TZVPD, the Open Molecules 2025 dataset).

SMILES string: [H]/N=C\N=c1\cnon1O
Kohn-Sham gap: 8.664 eV
Relative energy (zero: lowest compared OMol25 entry of this formula, charge and spin): 123.4 kcal per mole
E_tot: -486.0306 Ha

```
! wB97M-V def2-TZVPD RIJCOSX def2/J DEFGRID3
* xyz 0 1
H 3.033 -1.088 0.458
N 2.990 -0.066 0.112
C 1.783 0.155 -0.252
N 0.822 -0.813 -0.032
C -0.412 -0.518 -0.114
C -1.554 -1.351 0.175
N -2.666 -0.672 0.092
O -2.346 0.630 -0.197
N -0.960 0.783 -0.383
O -0.543 1.731 0.530
H 1.496 1.122 -0.755
H -1.494 -2.377 0.456
H -0.150 2.464 -0.089
*
```



Entry 7:
# C3H4N4OS

A structure of composition C3H4N4OS (ωB97M-V/def2-TZVPD, the Open Molecules 2025 dataset).

Kohn-Sham gap: 8.680 eV
Relative energy (zero: lowest compared OMol25 entry of this formula, charge and spin): 33.2 kcal per mole
E_tot: -809.0798 Ha

```
! wB97M-V def2-TZVPD RIJCOSX def2/J DEFGRID3
* xyz 0 1
C -0.695 -0.884 1.221
C 2.874 1.106 0.678
C -1.436 -0.531 0.044
N 2.287 -0.064 1.056
N 1.877 1.969 0.328
N 0.958 0.136 0.911
N 0.749 1.358 0.476
O -0.681 -1.500 2.193
S 4.532 1.557 0.667
H -1.428 0.556 -0.062
H -2.448 -0.929 0.105
H -0.924 -0.935 -0.831
H 4.229 2.808 0.300
*
```



Entry 8:
# C3H4NO

A cluster of 2 separate species, C3H4NO in total (ωB97M-V/def2-TZVPD, the Open Molecules 2025 dataset).

Kohn-Sham gap (spin up / spin down): 5.547 / 5.897 eV
Relative energy (zero: lowest compared OMol25 entry of this formula, charge and spin): 0.0 kcal per mole
E_tot: -246.4957 Ha

```
! wB97M-V def2-TZVPD RIJCOSX def2/J DEFGRID3
* xyz -1 3
C 2.131 0.649 -0.188
C 1.175 -0.081 -0.027
C 0.085 -0.900 0.141
N -1.857 0.457 0.422
O -2.763 0.079 -0.410
H 2.923 1.328 -0.313
H -0.060 -1.386 1.091
H -0.321 -1.404 -0.724
H -1.313 1.257 0.008
*
```



Entry 9:
# C3H4NO

The ion C3H4NO with charge +1 (ωB97M-V/def2-TZVPD, the Open Molecules 2025 dataset).

Kohn-Sham gap: 9.539 eV
Relative energy (zero: lowest compared OMol25 entry of this formula, charge and spin): 48.8 kcal per mole
E_tot: -246.3144 Ha

```
! wB97M-V def2-TZVPD RIJCOSX def2/J DEFGRID3
* xyz 1 1
C -1.166 0.407 -0.033
C 0.155 1.182 -0.003
C 0.740 -0.991 0.020
N -0.950 -0.879 0.033
O 1.087 0.328 0.037
H -2.078 0.962 -0.025
H 0.362 2.285 0.068
H 0.733 -1.711 0.848
H 1.118 -1.583 -0.945
*
```



Entry 10:
# C3H4NO

A cluster of 2 separate species, C3H4NO in total (ωB97M-V/def2-TZVPD, the Open Molecules 2025 dataset).

Kohn-Sham gap: 11.366 eV
Relative energy (zero: lowest compared OMol25 entry of this formula, charge and spin): 29.2 kcal per mole
E_tot: -246.3456 Ha

```
! wB97M-V def2-TZVPD RIJCOSX def2/J DEFGRID3
* xyz 1 1
C 0.455 -2.404 -0.239
C -1.845 2.492 0.854
C 0.728 0.044 -0.194
N 0.571 -1.288 0.001
O -2.625 3.310 0.758
H 0.641 -3.420 -0.534
H 0.117 0.501 -0.999
H 1.818 0.088 -0.167
H 0.141 0.678 0.519
*
```



- Among the records above, which one has the highest relative energy (zero: lowest compared OMol25 entry of this formula, charge and spin)?
  number 1



- The lowest E_tot belongs to which entry?
  C3H4N4OS